No. 1
The following is a quantum chemistry calculation of a 9-piece molecular cluster, C17H52N6O9 overall, from the Open Molecules 2025 dataset.

Its net charge is 0. Its frontier orbital gap is 9.192 eV. As for the HOMO energy: -9.407 eV. The total energy comes out at -1684.3787 hartree. The value obtained for the energy relative to the best compared isomer or geometry (same formula, charge and spin) is 364.2 kJ/mol. As for the structure (SMILES): NC(N)=O.NC(N)=O.NC(N)=O.CC(C)O.CC(C)O.CC(C)O.CC(C)O.CO.CO.

Geometry (Å):
C1 -3.4557 1.8330 -1.9645
O1 -4.0175 0.6405 -1.4002
H1 -2.7208 2.2113 -1.4023
H2 -4.2313 2.6108 -1.9655
H3 -3.2082 1.7430 -3.0044
H4 -3.2897 0.0566 -1.3578
C2 -4.2279 1.0811 2.0403
O2 -3.3543 1.5780 1.0390
H5 -3.9625 0.0601 2.3864
H6 -5.2923 1.1438 1.7012
H7 -4.1875 1.7516 2.9700
H8 -3.8635 1.5625 0.2579
C3 1.2305 -1.7133 3.6175
O3 0.6522 -2.7150 4.4837
N1 0.8432 -0.4545 3.6874
N2 2.0267 -2.0163 2.6968
H9 0.3532 -0.2522 4.5631
H10 1.3324 0.3345 3.2016
H11 2.4253 -2.9414 2.6406
H12 2.5201 -1.2806 2.2088
C4 2.8701 -0.4747 -0.5298
O4 3.3214 -1.3271 0.4114
N3 1.6164 -0.1335 -0.6253
N4 3.5201 -0.1458 -1.5606
H13 0.9429 -0.6151 -0.0200
H14 1.3517 0.7885 -1.0360
H15 4.5582 -0.3416 -1.4899
H16 3.2448 0.5283 -2.2709
C5 -0.9119 -1.4853 0.6090
O5 -1.9261 -1.5740 -0.3480
N5 0.2289 -2.0289 0.6226
N6 -0.9319 -0.5287 1.5356
H17 0.3936 -2.8149 0.0284
H18 0.8550 -2.0336 1.5065
H19 -1.6915 0.1458 1.4236
H20 -0.2527 -0.4428 2.3156
C6 -2.2323 3.8619 4.9028
C7 -1.2295 2.7505 4.8092
C8 -0.7713 2.6244 3.3296
O6 -0.2850 2.8058 5.5877
H21 -1.7065 4.8215 4.7182
H22 -2.5997 3.7819 5.9233
H23 -3.0338 3.8783 4.1479
H24 -1.8008 1.8134 5.1525
H25 -0.2286 3.4397 2.9982
H26 -1.6789 2.4426 2.7848
H27 -0.1684 1.7184 3.1954
H28 -0.2719 2.0080 6.0963
C9 -1.1969 -0.4379 -3.2149
C10 0.0811 -1.2384 -3.3119
C11 -0.0434 -2.1347 -4.6552
O7 1.1597 -0.6014 -3.4439
H29 -1.1995 0.2961 -4.0616
H30 -1.0986 0.0180 -2.2891
H31 -2.1453 -0.9636 -3.1343
H32 0.1902 -1.9764 -2.4955
H33 0.5313 -3.0745 -4.5758
H34 0.2170 -1.5276 -5.5393
H35 -1.0647 -2.5210 -4.7925
H36 1.4425 -0.4196 -2.5985
C12 -0.0453 3.2267 -2.1854
C13 0.7925 3.1922 -0.9223
C14 0.0128 2.5776 0.2493
O8 1.9509 2.7411 -1.1159
H37 -0.2411 2.2672 -2.4988
H38 0.3897 3.7572 -3.0496
H39 -1.0740 3.5708 -1.9132
H40 0.9071 4.2375 -0.5790
H41 -0.2946 1.5568 -0.0280
H42 -0.9532 3.0918 0.4782
H43 0.6154 2.5568 1.0534
H44 2.5961 3.4785 -0.9673
C15 3.8306 -4.3884 -2.6413
C16 2.5956 -3.8067 -1.9051
C17 1.3387 -4.6939 -2.0824
O9 2.8877 -3.6737 -0.6593
H45 4.1562 -5.3785 -2.3347
H46 4.6894 -3.7362 -2.5100
H47 3.6538 -4.3810 -3.7087
H48 2.3005 -2.7672 -2.3057
H49 1.5962 -5.6020 -1.5712
H50 1.1296 -4.8899 -3.1942
H51 0.4936 -4.2584 -1.6505
H52 3.0435 -2.7937 -0.4636

Forces on the atoms, in the same order (eV/Å):
-4.1 -0.6 -1.7
-0.9 1.8 -0.7
3.2 1.1 2.0
-0.2 -0.3 0.2
0.6 -0.4 -0.5
1.3 -1.7 0.5
-0.7 0.8 1.6
0.8 0.1 2.1
-0.2 0.4 -0.5
0.8 -0.4 0.2
0.1 -0.8 -1.2
-0.6 -0.4 -1.8
-5.2 -6.1 8.1
3.0 5.7 -4.6
-0.3 3.0 1.2
3.8 -1.2 -3.0
0.2 0.1 -0.7
-0.4 -1.2 1.0
-0.1 0.0 0.1
0.5 -0.3 -0.6
-0.4 -4.5 4.9
-1.2 3.5 -3.1
-3.5 2.1 0.7
7.1 1.1 -3.3
0.5 0.4 -0.3
0.6 -1.3 0.6
-1.8 0.4 -0.4
-0.2 -0.3 0.5
-7.7 2.8 -3.8
5.1 0.1 4.3
4.7 -4.6 0.5
-2.0 2.0 0.9
0.1 -0.5 -0.4
-1.4 -0.1 -2.1
0.2 -0.2 0.4
-1.2 -0.2 -1.0
0.2 1.4 0.0
-8.2 -2.8 -7.3
-1.5 -2.7 1.6
8.7 1.4 7.1
-0.2 -0.3 0.5
-0.5 0.7 0.0
0.2 -0.6 0.4
-0.2 0.7 -1.5
0.9 1.9 -0.6
-0.2 0.2 -0.9
0.0 0.3 0.1
0.7 -0.1 0.7
0.3 0.4 -1.2
-6.6 -7.1 -2.6
-0.6 -0.3 1.0
5.4 4.2 -3.0
-0.2 -0.5 0.8
-0.1 1.7 1.8
0.3 -0.5 -0.4
-0.7 0.2 0.1
0.4 0.7 -0.2
0.1 -0.3 0.4
0.1 0.4 0.1
1.4 0.9 2.8
-1.1 1.8 0.6
-7.9 5.2 1.6
-2.7 -0.6 -3.4
9.0 -2.3 -0.9
-0.2 -2.6 -0.9
-0.2 0.1 0.6
0.9 0.4 -0.5
-0.5 0.2 -0.2
0.1 0.1 0.3
1.0 -0.1 -0.2
2.0 -0.2 3.0
-0.5 -1.6 -0.4
-0.4 0.9 -0.8
-1.5 0.0 -5.8
2.0 -0.4 -2.4
0.2 -2.5 5.3
-0.4 -0.2 0.3
0.1 0.2 0.3
-0.1 -0.3 -0.4
0.7 -1.2 -0.3
-0.2 -0.8 0.1
0.3 0.1 1.6
-1.4 0.7 0.7
0.9 2.7 1.3

These are the Löwdin partial charges, in e, on atoms 1 to 6: C -0.13; O -0.09; H 0.01; H 0.10; H 0.08; H 0.01

---

No. 2
The following is a quantum chemistry calculation of C34H37NO5PSTi as an isolated structure, from the Open Molecules 2025 dataset.

Its net charge is +1. Its frontier orbital gap is 7.619 eV. As for the HOMO energy: -11.189 eV. The total energy comes out at -3337.7348 hartree. The value obtained for the energy relative to the best compared isomer or geometry (same formula, charge and spin) is 9.9 kJ/mol.

Geometry (Å):
Ti1 -0.4884 -0.1305 -0.0683
O1 2.7859 -0.4105 -2.3296
C1 2.0423 -0.3326 -1.3965
O2 0.8013 0.1748 -1.4179
C2 2.3499 -0.9134 -0.0291
C3 3.4062 -1.7260 0.3155
C4 3.3592 -2.3434 1.5670
C5 2.2518 -2.1965 2.3994
C6 1.2393 -1.3683 1.9670
N1 1.3500 -0.7098 0.8217
C7 -0.1485 -1.2238 2.5608
O3 -0.4626 -1.6253 3.6335
O4 -0.9665 -0.6398 1.6466
H1 4.2160 -1.8929 -0.3821
H2 4.1720 -2.9906 1.8727
H3 2.1549 -2.7322 3.3342
C8 -0.0514 3.3843 -2.1384
C9 0.5565 4.2167 -1.0381
C10 1.1479 5.4364 -1.3509
C11 1.6544 6.2730 -0.3671
C12 1.5666 5.9055 0.9661
C13 0.9879 4.6907 1.3013
C14 0.4980 3.8391 0.3120
P1 -0.3727 2.3151 0.8014
C15 -0.0845 2.1306 2.5918
C16 -1.1680 2.0741 3.4650
C17 -0.9801 1.7875 4.8080
C18 0.2975 1.5457 5.2872
C19 1.3785 1.5905 4.4208
C20 1.2156 1.8785 3.0677
C21 2.4537 1.9374 2.2031
C22 -2.1165 2.7587 0.5630
C23 -2.6465 3.9536 1.0555
C24 -3.9825 4.2475 0.8689
C25 -4.7918 3.3449 0.1782
C26 -4.2581 2.1752 -0.3325
C27 -2.9062 1.8660 -0.1609
C28 -2.3137 0.6124 -0.7807
H4 0.1647 3.8186 -3.1130
H5 -1.1395 3.3384 -2.0314
H6 0.3233 2.3620 -2.1380
H7 1.2017 5.7374 -2.3908
H8 2.1075 7.2170 -0.6431
H9 1.9433 6.5573 1.7437
H10 0.9152 4.4093 2.3437
H11 -2.1705 2.2406 3.0926
H12 -1.8334 1.7385 5.4720
H13 0.4531 1.3130 6.3328
H14 2.3778 1.3989 4.7976
H15 3.1977 1.2219 2.5568
H16 2.9086 2.9288 2.2350
H17 2.2557 1.7246 1.1532
H18 -2.0090 4.6493 1.5921
H19 -4.3959 5.1704 1.2552
H20 -5.8419 3.5657 0.0295
H21 -4.8915 1.4887 -0.8837
H22 -2.1867 0.7686 -1.8598
H23 -3.0194 -0.2160 -0.6607
C29 -4.3803 -4.0004 -2.1048
C30 -3.1718 -4.2628 -1.2120
C31 -1.8401 -4.0509 -1.9338
S1 -1.5360 -2.3066 -2.1703
O5 -0.8159 -1.9186 -0.8358
C32 -0.2518 -2.3165 -3.4183
C33 0.9511 -3.2143 -3.1562
C34 2.0199 -2.9820 -4.2223
H24 -5.3098 -4.1839 -1.5671
H25 -4.3679 -4.6543 -2.9805
H26 -4.4081 -2.9661 -2.4580
H27 -3.1836 -5.2908 -0.8478
H28 -3.2069 -3.6262 -0.3234
H29 -1.8322 -4.5095 -2.9249
H30 -0.9842 -4.4066 -1.3604
H31 0.0499 -1.2700 -3.4989
H32 -0.7905 -2.5817 -4.3342
H33 0.6524 -4.2627 -3.1636
H34 1.3547 -3.0017 -2.1637
H35 1.6229 -3.1703 -5.2224
H36 2.8617 -3.6576 -4.0719
H37 2.3935 -1.9582 -4.1879

Forces on the atoms, in the same order (eV/Å):
-0.8 -0.1 -0.5
0.1 0.1 -0.1
-0.5 0.2 0.3
1.1 -0.2 -0.4
-0.2 0.2 0.1
0.2 -0.1 0.1
0.1 0.0 0.0
0.2 -0.1 0.1
0.0 0.3 -0.1
0.2 -0.4 0.0
-0.2 0.4 -0.6
-0.1 -0.1 0.2
0.4 -0.5 1.0
0.0 0.0 0.0
0.0 0.0 0.0
0.0 0.0 0.0
0.0 0.0 0.1
-0.1 0.0 -0.1
0.0 0.0 0.0
0.0 0.0 0.0
0.0 0.0 0.0
0.1 0.0 0.0
0.0 -0.1 -0.1
-0.4 0.3 0.1
0.2 -0.1 -0.1
0.0 0.0 0.1
0.0 0.0 0.0
0.0 0.0 0.0
0.0 0.0 0.0
0.0 0.0 0.0
-0.1 0.0 0.0
0.1 0.0 0.1
0.0 0.0 0.0
-0.1 -0.1 -0.1
0.0 0.1 0.0
0.0 0.0 0.0
0.1 -0.2 -0.1
-0.1 0.8 0.3
0.0 0.0 0.0
0.0 0.0 0.0
0.0 0.0 0.0
0.0 0.0 0.0
0.0 0.0 0.0
0.0 0.0 0.0
0.0 0.0 0.0
0.0 0.0 0.0
0.0 0.0 0.0
0.0 0.0 0.0
0.0 0.0 0.0
0.0 0.0 0.0
0.0 0.0 0.0
0.0 0.0 0.0
0.0 0.0 0.0
0.0 0.0 0.0
0.0 0.0 0.0
0.0 0.0 0.0
0.0 0.0 -0.1
0.0 -0.1 0.0
0.0 0.0 0.0
0.0 0.0 0.0
-0.1 -0.1 0.1
0.3 0.2 0.3
-0.6 -0.3 -0.6
0.1 0.0 0.0
0.0 0.0 -0.1
0.0 0.0 0.0
0.0 0.0 0.0
0.0 0.0 0.0
0.0 0.0 0.0
0.0 0.0 0.0
0.0 0.0 0.0
0.0 0.0 0.0
0.0 -0.1 0.0
0.0 0.0 0.0
0.1 0.0 0.0
-0.1 0.0 0.0
0.0 0.0 0.0
0.0 0.0 0.0
0.0 0.0 0.0
0.0 0.0 0.0

These are the Löwdin partial charges, in e, on atoms 1 to 6: Ti 0.99; O 0.14; C -0.50; O -0.19; C -0.16; C 0.05